This record from the OMol25 dataset describes C2H4NO2 as an isolated structure at a distorted geometry. The level of theory is the ωB97M-V functional and the def2-TZVPD basis.

The gap between HOMO and LUMO is 9.7 eV. The energy comes out at -7712.5903 eV. As for the total charge: +1. The max |F| comes out at 0.0739 hartree/bohr. Its spin multiplicity is 1. For the LUMO energy, the calculation gives -5.8 eV. Its relative energy (zero: lowest compared OMol25 entry of this formula, charge and spin) is 324.77 kJ/mol.

Geometry (Å):
C1 1.730 -0.180 0.102
C2 0.106 0.301 0.463
N1 -1.093 0.112 -0.331
O1 2.597 0.447 -0.352
O2 1.192 -1.217 0.462
H1 -0.109 0.446 1.597
H2 -1.149 0.548 -1.256
H3 -2.058 0.363 0.168
H4 -1.216 -0.820 -0.853

This record from the OMol25 dataset describes C9H27BCuNO3 as an isolated structure at a distorted geometry. The level of theory is the ωB97M-V functional and the def2-TZVPD basis.

The gap between HOMO and LUMO is 8.4 eV. The energy comes out at -62714.6752 eV. As for the total charge: 0. The max |F| comes out at 0.0925 hartree/bohr. Its spin multiplicity is 1. For the LUMO energy, the calculation gives 0.5 eV. Its relative energy (zero: lowest compared OMol25 entry of this formula, charge and spin) is 184.95 kJ/mol.

Geometry (Å):
Cu1 19.382 3.675 1.800
B1 19.452 5.171 3.753
H1 19.937 4.210 3.824
H2 20.097 5.931 3.342
H3 18.607 5.062 3.090
H4 19.207 5.471 4.760
C1 21.308 6.080 -0.023
O1 20.126 5.438 0.233
C2 19.024 5.999 -0.425
C3 17.693 5.335 0.080
N1 17.790 3.915 0.017
C4 16.604 3.208 0.540
C5 16.351 3.605 2.054
O2 17.231 2.981 2.995
C6 16.890 3.193 4.362
H5 21.170 7.161 -0.050
H6 21.714 5.850 -1.008
H7 22.002 5.714 0.735
H8 19.099 5.837 -1.500
H9 18.914 7.078 -0.313
H10 16.945 5.649 -0.649
H11 17.446 5.839 1.014
H12 17.739 3.744 -0.977
H13 16.745 2.137 0.394
H14 15.726 3.532 -0.020
H15 15.361 3.222 2.303
H16 16.220 4.684 2.134
H17 17.521 2.569 4.994
H18 15.830 2.998 4.523
H19 17.093 4.218 4.674
C7 21.258 1.415 0.020
C8 22.093 1.687 1.254
C9 23.501 2.213 1.074
O3 21.432 2.506 2.113
H20 20.265 1.080 0.319
H21 21.720 0.622 -0.568
H22 21.160 2.289 -0.624
H23 22.258 0.761 1.806
H24 23.542 3.178 0.569
H25 24.190 1.588 0.505
H26 24.007 2.277 2.038
H27 22.115 2.757 2.738

This record from the OMol25 dataset describes C25H37FInN3O13P as an isolated structure. The level of theory is the ωB97M-V functional and the def2-TZVPD basis.

The gap between HOMO and LUMO is 5.2 eV. The energy comes out at -74796.9892 eV. As for the total charge: -1. The max |F| comes out at 0.0073 hartree/bohr. Its spin multiplicity is 1. For the LUMO energy, the calculation gives -0.3 eV. Its relative energy (zero: lowest compared OMol25 entry of this formula, charge and spin) is 0.00 kJ/mol.

Geometry (Å):
C1 7.768 1.133 0.548
C2 7.601 -0.197 -0.203
C3 7.520 0.046 -1.712
C4 6.442 -1.059 0.331
C5 6.450 -1.148 1.855
C6 5.042 -0.660 -0.148
O1 4.120 -1.667 0.152
In1 3.270 -2.626 -1.439
C7 1.414 -1.554 -1.916
C8 0.737 -0.993 -0.656
C9 0.009 0.342 -0.862
C10 -1.056 0.280 -1.953
N1 -1.273 1.576 -2.605
C11 -1.801 2.660 -1.875
N2 -1.595 3.876 -2.149
N3 -2.661 2.347 -0.815
C12 4.594 -2.587 -3.227
C13 5.923 -3.231 -3.082
O2 6.388 -3.871 -2.207
F1 6.726 -3.010 -4.206
P1 2.657 -5.060 -0.886
O3 3.610 -5.902 -0.135
O4 2.160 -5.766 -2.311
O5 1.169 -5.098 -0.206
H1 8.447 1.039 1.397
H2 8.182 1.901 -0.110
H3 6.814 1.508 0.928
H4 8.507 -0.792 -0.035
H5 7.317 -0.878 -2.258
H6 6.730 0.759 -1.960
H7 8.464 0.457 -2.079
H8 6.596 -2.080 -0.041
H9 6.094 -0.220 2.315
H10 7.453 -1.353 2.243
H11 5.780 -1.946 2.172
H12 4.740 0.273 0.365
H13 5.079 -0.420 -1.223
H14 0.740 -2.231 -2.452
H15 1.637 -0.740 -2.618
H16 0.028 -1.728 -0.256
H17 1.476 -0.842 0.137
H18 0.732 1.122 -1.122
H19 -0.453 0.644 0.085
H20 -1.984 -0.144 -1.535
H21 -0.742 -0.412 -2.733
H22 -1.739 1.478 -3.496
H23 -0.926 3.929 -2.913
H24 -2.563 2.980 -0.033
H25 -2.635 1.384 -0.512
H26 4.756 -1.576 -3.610
H27 4.066 -3.108 -4.034
H28 2.760 -5.514 -3.022
H29 0.507 -5.361 -0.853
C14 -7.294 1.415 -2.453
C15 -6.259 1.741 -1.654
C16 -6.253 1.377 -0.177
O6 -5.271 1.689 0.471
C17 -7.394 0.679 0.380
C18 -8.415 0.364 -0.427
C19 -8.420 0.712 -1.902
O7 -9.409 0.362 -2.529
O8 -9.511 -0.271 -0.038
O9 -5.200 2.382 -2.091
H30 -7.308 1.665 -3.505
H31 -7.378 0.448 1.436
H32 -10.057 -0.357 -0.848
H33 -4.523 2.505 -1.380
C20 -4.862 2.466 3.697
C21 -3.825 2.781 4.488
C22 -3.787 2.429 5.963
O10 -2.790 2.769 6.574
C23 -4.911 1.729 6.545
C24 -5.946 1.413 5.755
C25 -5.979 1.762 4.279
O11 -6.980 1.416 3.672
O12 -7.032 0.777 6.165
O13 -2.744 3.418 4.073
H34 -4.896 2.697 2.642
H35 -4.879 1.484 7.597
H36 -7.599 0.686 5.370
H37 -2.157 3.496 4.852

This record from the OMol25 dataset describes C31H38MgNPSi as an isolated structure at a distorted geometry. The level of theory is the ωB97M-V functional and the def2-TZVPD basis.

The gap between HOMO and LUMO (alpha / beta) is 3.7 / 3.7 eV. The energy comes out at -56859.8815 eV. As for the total charge: 0. The max |F| comes out at 0.0705 hartree/bohr. Its spin multiplicity is 1. For the LUMO energy (alpha / beta), the calculation gives 0.5 / 0.5 eV. Its relative energy (zero: lowest compared OMol25 entry of this formula, charge and spin) is 0.00 kJ/mol.

Geometry (Å):
C1 1.922 -4.528 1.190
C2 2.771 -3.427 1.265
C3 2.288 -2.140 0.955
C4 0.957 -2.010 0.596
C5 0.092 -3.079 0.523
C6 0.578 -4.367 0.839
C7 3.212 -0.952 1.117
C8 3.528 -0.041 -0.101
N1 2.480 0.083 -1.135
Mg1 0.543 -0.048 0.081
C9 -1.359 -2.883 0.126
P1 -1.636 -1.518 -1.071
H1 3.821 -3.525 1.567
H2 -0.108 -5.214 0.791
H3 2.310 -5.520 1.414
H4 -1.989 -2.633 0.994
H5 -1.764 -3.808 -0.320
H6 2.836 -0.293 1.925
H7 4.185 -1.330 1.456
H8 3.733 0.971 0.279
C10 -3.402 -1.402 -1.387
C11 -0.882 -2.116 -2.599
H9 4.448 -0.405 -0.589
C12 2.570 -0.977 -2.148
C13 2.488 1.403 -1.784
H10 -1.275 -0.143 -0.576
H11 3.528 -0.913 -2.691
H12 2.499 -1.962 -1.670
H13 1.751 -0.870 -2.870
H14 3.400 1.549 -2.384
H15 1.615 1.490 -2.450
H16 2.430 2.194 -1.024
H17 -1.526 -2.888 -3.061
H18 -0.766 -1.291 -3.315
H19 0.099 -2.567 -2.416
H20 -3.801 -2.368 -1.729
H21 -3.911 -1.104 -0.460
H22 -3.591 -0.643 -2.159
H23 -0.452 1.425 0.367
C14 -4.321 1.749 3.596
C15 -4.171 1.966 2.224
C16 -2.898 2.129 1.675
C17 -1.760 2.074 2.500
C18 -1.904 1.837 3.869
C19 -3.186 1.677 4.413
Si1 -0.133 2.304 1.629
C20 -0.101 4.085 1.068
C21 0.015 4.367 -0.298
C22 -0.089 5.687 -0.755
C23 -0.297 6.733 0.149
C24 -0.384 6.457 1.518
C25 -0.282 5.137 1.976
C26 1.302 2.061 2.810
C27 2.261 3.077 2.992
C28 3.169 3.027 4.057
C29 3.166 1.946 4.943
C30 2.269 0.899 4.730
C31 1.357 0.941 3.667
H24 -5.315 1.629 4.023
H25 -5.045 2.008 1.570
H26 -2.786 2.279 0.600
H27 -1.026 1.772 4.515
H28 -3.296 1.487 5.482
H29 0.174 3.553 -1.009
H30 -0.013 5.896 -1.821
H31 -0.387 7.760 -0.211
H32 -0.533 7.270 2.232
H33 -0.352 4.942 3.054
H34 2.283 3.929 2.309
H35 3.879 3.845 4.202
H36 3.856 1.922 5.787
H37 2.265 0.041 5.404
H38 0.665 0.108 3.522